[1]
Formula: C17H26N2O4S2
Source: OMol25
Level of theory: ωB97M-V/def2-TZVPD

Last column: Mulliken charge in e.
Element x y z (Å)
O  2.175  1.344  -3.591  -0.649
C  1.039  1.677  -3.347  0.806
C  0.687  3.069  -2.792  -1.173
C  0.555  2.980  -1.312  0.647
C  1.378  3.520  -0.368  -1.028
C  0.998  3.195  0.950  0.198
C  -0.105  2.399  0.993  -0.508
S  -0.945  1.692  2.375  1.329
O  -0.788  2.560  3.505  -0.736
O  -2.264  1.340  1.946  -0.687
N  -0.095  0.250  2.617  0.224
C  -0.845  -0.612  3.522  -0.871
C  -0.082  -1.922  3.707  -0.431
O  1.216  -1.687  4.204  -0.419
C  1.942  -0.854  3.338  -0.717
C  1.240  0.490  3.131  -0.350
S  -0.718  2.052  -0.570  -0.171
N  -0.040  0.892  -3.521  -0.108
C  0.046  -0.504  -3.884  -1.556
C  -0.357  -1.447  -2.740  0.569
C  0.579  -1.301  -1.540  -0.345
C  0.187  -2.268  -0.428  -0.548
C  -1.262  -2.047  -0.004  0.350
C  -2.192  -2.207  -1.203  -1.330
C  -1.807  -1.223  -2.303  -0.586
H  -0.240  3.421  -3.248  0.321
H  1.499  3.752  -3.041  0.376
H  2.229  4.132  -0.606  0.425
H  1.501  3.541  1.835  0.617
H  -1.823  -0.782  3.075  0.491
H  -0.971  -0.117  4.496  0.438
H  -0.582  -2.552  4.443  0.362
H  -0.023  -2.449  2.745  0.185
H  2.919  -0.705  3.801  0.377
H  2.069  -1.345  2.362  0.254
H  1.785  1.088  2.398  0.256
H  1.189  1.040  4.081  0.318
H  -0.947  1.232  -3.243  0.336
H  -0.598  -0.683  -4.751  0.430
H  1.085  -0.685  -4.170  0.486
H  -0.269  -2.468  -3.127  0.291
H  1.608  -1.486  -1.854  0.438
H  0.526  -0.279  -1.161  -0.178
H  0.851  -2.126  0.428  -0.068
H  0.310  -3.295  -0.780  0.450
H  -1.537  -2.767  0.770  0.320
H  -1.373  -1.045  0.415  -0.240
H  -3.225  -2.030  -0.896  0.472
H  -2.124  -3.228  -1.584  0.411
H  -2.474  -1.343  -3.160  0.314
H  -1.927  -0.211  -1.912  0.207

The value obtained for the electronic energy is -50891.7689 eV. The calculation puts the HOMO energy at -9.3 eV. The calculation puts the energy above the lowest of the compared OMol25 structures with the same formula, charge and spin at 30.0 kJ/mol. As for the lowest unoccupied orbital energy: 0.005 Ha. The calculation puts the orbital gap at 9.486 eV.

***

[2]
Formula: C17H26N2OSY
Source: OMol25
Level of theory: ωB97M-V/def2-TZVPD

Last column: Mulliken charge in e.
Element x y z (Å)
Y  -0.554  -0.204  0.329  1.559
C  0.814  -3.428  -1.107  -1.502
C  -0.376  -2.560  -1.429  1.025
C  -0.468  -1.896  -2.646  -0.357
C  -1.559  -1.083  -2.965  0.661
C  -1.619  -0.375  -4.278  -1.475
C  -2.598  -0.969  -2.029  -0.504
C  -2.584  -1.669  -0.827  0.362
C  -3.782  -1.690  0.089  -1.703
C  -1.442  -2.437  -0.510  -1.159
H  1.751  -2.866  -1.121  0.315
H  0.921  -4.201  -1.870  0.430
H  0.705  -3.932  -0.148  0.399
H  0.325  -2.021  -3.376  0.618
H  -0.974  0.508  -4.266  0.290
H  -2.627  -0.049  -4.524  0.417
H  -1.255  -1.016  -5.080  0.413
H  -3.475  -0.385  -2.288  0.537
H  -4.397  -2.560  -0.153  0.426
H  -4.419  -0.816  -0.045  0.416
H  -3.508  -1.796  1.142  0.334
H  -1.422  -3.015  0.415  0.639
C  2.272  1.074  4.862  -1.468
C  2.210  1.069  3.368  0.455
C  2.010  -0.123  2.656  -0.651
C  2.045  -0.140  1.264  -1.300
C  2.245  1.061  0.557  1.165
C  2.448  2.245  1.243  -0.659
C  2.436  2.236  2.634  -0.780
S  2.065  0.893  -1.213  0.587
C  2.382  2.512  -1.862  -1.207
O  0.497  0.741  -1.256  -0.487
H  1.846  0.172  5.297  0.410
H  1.780  1.947  5.288  0.410
H  3.319  1.127  5.176  0.355
H  1.919  -1.055  3.204  0.532
H  2.095  -1.098  0.736  0.836
H  2.650  3.172  0.721  0.471
H  2.631  3.161  3.165  0.497
H  1.767  3.267  -1.378  0.384
H  2.155  2.455  -2.927  0.451
H  3.449  2.715  -1.741  0.516
N  -2.339  1.279  0.731  -0.416
N  -1.181  1.868  1.401  -0.332
H  -2.669  1.889  -0.018  0.269
H  -3.130  1.184  1.368  0.286
H  -1.384  2.017  2.390  0.267
H  -0.978  2.791  1.021  0.267

The value obtained for the electronic energy is -34931.6708 eV. Its total charge is +3. The calculation puts the HOMO energy at -18.8 eV. The calculation puts the energy above the lowest of the compared OMol25 structures with the same formula, charge and spin at 84.2 kJ/mol. As for the lowest unoccupied orbital energy: -0.375 Ha. The calculation puts the orbital gap at 8.596 eV.

***

[3]
Formula: C17H27BF2N2O3P2
Source: OMol25
Level of theory: ωB97M-V/def2-TZVPD

Last column: Mulliken charge in e.
Element x y z (Å)
N  1.870  -1.854  3.246  -0.439
C  2.839  -1.089  2.469  -0.553
C  2.360  -0.668  1.085  -0.626
C  1.769  0.748  0.945  0.007
B  0.718  1.202  2.016  0.153
C  -0.430  0.307  2.607  -0.618
C  -1.811  0.934  2.506  -0.664
N  -2.155  1.239  1.104  -0.490
P  0.700  3.030  2.602  -0.349
P  2.755  3.667  2.736  0.877
O  3.345  3.831  1.419  -0.616
O  3.578  2.654  3.675  -0.533
O  2.710  5.010  3.568  -0.469
H  1.798  -1.560  4.206  0.183
H  2.010  -2.848  3.175  0.207
H  3.172  -0.224  3.030  0.093
H  3.735  -1.685  2.325  0.389
H  3.238  -0.685  0.450  0.550
H  1.686  -1.398  0.660  0.308
H  1.220  0.768  0.006  -0.379
H  2.541  1.500  0.842  0.510
H  -0.206  0.192  3.664  0.386
H  -0.446  -0.689  2.185  0.331
H  -1.873  1.846  3.094  0.319
H  -2.531  0.243  2.935  0.338
H  -3.072  0.855  0.916  0.343
H  -1.515  0.751  0.490  0.013
H  0.286  2.954  3.947  0.056
H  2.979  1.925  3.915  0.374
H  3.469  5.554  3.287  0.348
F  0.926  1.758  -1.913  -0.226
C  0.613  1.292  -3.138  0.394
C  -0.604  0.669  -3.324  -0.264
C  -0.923  0.193  -4.587  -0.458
C  -0.026  0.338  -5.636  -0.610
C  1.194  0.965  -5.423  -0.316
C  1.520  1.451  -4.166  -0.635
H  -1.287  0.564  -2.492  0.430
H  -1.878  -0.289  -4.753  0.445
H  -0.278  -0.037  -6.619  0.379
H  1.895  1.077  -6.238  0.369
H  2.462  1.950  -3.979  0.444
F  -1.440  -1.104  -0.760  0.006
C  -2.323  -2.075  -1.082  0.363
C  -2.186  -2.723  -2.292  -0.530
C  -3.092  -3.721  -2.618  -0.523
C  -4.117  -4.048  -1.741  -0.606
C  -4.234  -3.380  -0.531  -0.441
C  -3.329  -2.385  -0.192  -0.313
H  -1.381  -2.448  -2.962  0.499
H  -2.997  -4.244  -3.560  0.373
H  -4.823  -4.825  -2.001  0.373
H  -5.033  -3.632  0.153  0.386
H  -3.396  -1.857  0.751  0.409

The value obtained for the electronic energy is -51880.5625 eV. The calculation puts the HOMO energy at -9.0 eV. As for the lowest unoccupied orbital energy: 0.019 Ha. The calculation puts the orbital gap at 9.526 eV.

***

[4]
Formula: C17H27BrF2NO2
Source: OMol25
Level of theory: ωB97M-V/def2-TZVPD

Last column: Mulliken charge in e.
Element x y z (Å)
C  2.853  3.203  -0.060  -1.972
C  1.512  2.564  0.331  2.489
C  1.808  1.247  1.054  -1.638
C  0.802  3.520  1.294  -1.808
C  0.734  2.392  -0.999  -2.208
C  -0.536  1.538  -1.119  1.826
C  -1.605  1.827  -0.072  -1.848
C  -1.139  1.742  -2.509  -1.991
N  -0.202  0.071  -0.960  0.862
C  0.698  -0.579  -1.934  -0.720
C  0.624  -2.102  -1.737  -0.027
O  -0.750  -2.426  -1.778  -0.641
C  1.259  -2.538  -0.397  -1.053
O  0.515  -2.024  0.694  -0.394
C  -0.566  -2.679  1.212  0.557
C  -0.990  -3.994  1.029  0.511
F  -0.363  -4.802  0.146  -0.344
C  -2.082  -4.519  1.697  -0.750
C  -2.796  -3.728  2.581  0.109
Br  -4.281  -4.446  3.505  -0.149
C  -2.438  -2.400  2.773  -0.900
C  -1.351  -1.913  2.087  0.378
F  -1.009  -0.612  2.215  -0.205
H  3.444  3.414  0.826  0.455
H  2.694  4.140  -0.588  0.428
H  3.433  2.543  -0.701  0.450
H  2.292  0.527  0.397  0.310
H  0.921  0.814  1.513  0.134
H  2.501  1.446  1.868  0.583
H  -0.076  3.075  1.748  0.303
H  0.507  4.434  0.786  0.388
H  1.480  3.793  2.099  0.483
H  0.452  3.396  -1.321  0.686
H  1.440  2.026  -1.748  0.393
H  -1.309  1.498  0.919  0.259
H  -1.802  2.893  -0.028  0.439
H  -2.537  1.329  -0.334  0.535
H  -1.887  0.983  -2.729  0.422
H  -0.384  1.734  -3.291  0.445
H  -1.634  2.708  -2.548  0.513
H  -1.080  -0.466  -1.013  0.638
H  0.187  -0.071  -0.012  -0.696
H  0.356  -0.345  -2.943  0.451
H  1.722  -0.229  -1.806  0.362
H  1.176  -2.585  -2.552  0.563
H  -0.866  -3.375  -1.894  0.388
H  2.256  -2.102  -0.300  0.474
H  1.362  -3.622  -0.356  0.514
H  -2.356  -5.546  1.516  0.493
H  -2.989  -1.755  3.438  0.502

The value obtained for the electronic energy is -99123.8164 eV. Its total charge is +1. The calculation puts the HOMO energy at -11.6 eV. The calculation puts the energy above the lowest of the compared OMol25 structures with the same formula, charge and spin at 0.0 kJ/mol. As for the lowest unoccupied orbital energy: -0.084 Ha. The calculation puts the orbital gap at 9.321 eV.

***

Copy entry 3 word for word.
Formula: C17H27BF2N2O3P2
Source: OMol25
Level of theory: ωB97M-V/def2-TZVPD

Last column: Mulliken charge in e.
Element x y z (Å)
N  1.870  -1.854  3.246  -0.439
C  2.839  -1.089  2.469  -0.553
C  2.360  -0.668  1.085  -0.626
C  1.769  0.748  0.945  0.007
B  0.718  1.202  2.016  0.153
C  -0.430  0.307  2.607  -0.618
C  -1.811  0.934  2.506  -0.664
N  -2.155  1.239  1.104  -0.490
P  0.700  3.030  2.602  -0.349
P  2.755  3.667  2.736  0.877
O  3.345  3.831  1.419  -0.616
O  3.578  2.654  3.675  -0.533
O  2.710  5.010  3.568  -0.469
H  1.798  -1.560  4.206  0.183
H  2.010  -2.848  3.175  0.207
H  3.172  -0.224  3.030  0.093
H  3.735  -1.685  2.325  0.389
H  3.238  -0.685  0.450  0.550
H  1.686  -1.398  0.660  0.308
H  1.220  0.768  0.006  -0.379
H  2.541  1.500  0.842  0.510
H  -0.206  0.192  3.664  0.386
H  -0.446  -0.689  2.185  0.331
H  -1.873  1.846  3.094  0.319
H  -2.531  0.243  2.935  0.338
H  -3.072  0.855  0.916  0.343
H  -1.515  0.751  0.490  0.013
H  0.286  2.954  3.947  0.056
H  2.979  1.925  3.915  0.374
H  3.469  5.554  3.287  0.348
F  0.926  1.758  -1.913  -0.226
C  0.613  1.292  -3.138  0.394
C  -0.604  0.669  -3.324  -0.264
C  -0.923  0.193  -4.587  -0.458
C  -0.026  0.338  -5.636  -0.610
C  1.194  0.965  -5.423  -0.316
C  1.520  1.451  -4.166  -0.635
H  -1.287  0.564  -2.492  0.430
H  -1.878  -0.289  -4.753  0.445
H  -0.278  -0.037  -6.619  0.379
H  1.895  1.077  -6.238  0.369
H  2.462  1.950  -3.979  0.444
F  -1.440  -1.104  -0.760  0.006
C  -2.323  -2.075  -1.082  0.363
C  -2.186  -2.723  -2.292  -0.530
C  -3.092  -3.721  -2.618  -0.523
C  -4.117  -4.048  -1.741  -0.606
C  -4.234  -3.380  -0.531  -0.441
C  -3.329  -2.385  -0.192  -0.313
H  -1.381  -2.448  -2.962  0.499
H  -2.997  -4.244  -3.560  0.373
H  -4.823  -4.825  -2.001  0.373
H  -5.033  -3.632  0.153  0.386
H  -3.396  -1.857  0.751  0.409

The value obtained for the electronic energy is -51880.5625 eV. The calculation puts the HOMO energy at -9.0 eV. As for the lowest unoccupied orbital energy: 0.019 Ha. The calculation puts the orbital gap at 9.526 eV.

***

Question: What is the lowest unoccupied orbital energy in the second record?
Answer: -0.375 Ha

***

Question: Which value of orbital gap does entry 4 give?
Answer: 9.321 eV

***

Question: Which value of lowest unoccupied orbital energy does entry 2 give?
Answer: -0.375 Ha